(1)
This record from the Open Molecules 2025 dataset describes 2 unconnected molecules or ions with the total composition C18H40BCl3FN4O7P3 at a distorted geometry. The level of theory is ωB97M-V with the def2-TZVPD basis set.

Each line ends with the Mulliken charge.
CARTESIAN COORDINATES (ANGSTROEM)
C -5.010 -2.845 0.673  -0.85
O -4.084 -1.805 0.447  -0.20
C -3.001 -1.800 1.352  -1.25
C -1.703 -2.302 0.729  1.10
F -2.034 -3.394 -0.053  -0.51
O -0.917 -1.362 0.071  -0.21
C -1.286 -0.716 -1.154  0.81
P -2.654 0.595 -0.978  0.86
N -3.976 0.329 -1.773  -0.93
P -1.604 -1.912 -2.558  0.75
N -2.964 -2.671 -2.658  -0.94
C 0.016 0.128 -1.412  -1.47
O 0.041 1.019 -0.319  0.03
C 1.214 1.784 -0.053  2.72
C 2.521 0.999 -0.112  -2.64
C 3.119 0.559 -1.454  0.20
C 4.642 0.570 -1.414  -1.15
N 5.197 0.205 -2.725  -0.54
C 1.168 3.155 -0.794  -0.93
C 2.318 3.558 -1.676  -1.24
O 3.559 3.596 -0.940  -0.21
C 4.393 4.556 -1.436  0.05
O 5.490 4.303 -1.918  -0.49
C 1.056 2.129 1.475  -1.99
C -0.375 2.276 1.926  0.82
C -0.950 1.147 2.729  -1.06
N -1.118 3.295 1.722  -0.91
P 0.287 0.912 -3.087  0.17
C 1.108 -0.467 -3.991  -1.33
O -1.195 1.029 -3.789  -0.45
B -0.809 -2.885 1.952  0.25
C -1.185 -4.241 2.639  -0.82
O 0.315 -2.214 2.386  -0.54
H -5.647 -2.637 1.530  0.33
H -5.638 -2.907 -0.207  0.32
H -4.520 -3.808 0.780  0.32
H -2.865 -0.813 1.779  -0.12
H -3.230 -2.462 2.187  0.80
H -2.030 1.763 -1.435  -0.02
H -2.786 0.781 0.407  -0.05
H -4.757 0.269 -1.134  0.31
H -0.533 -2.821 -2.359  0.04
H -1.361 -1.241 -3.766  -0.02
H -3.605 -2.375 -1.933  0.32
H 0.817 -0.607 -1.325  0.31
H 3.259 1.596 0.414  0.81
H 2.383 0.115 0.505  0.81
H 2.852 -0.480 -1.637  0.73
H 2.775 1.111 -2.318  -0.61
H 4.996 1.530 -1.051  0.40
H 4.937 -0.174 -0.677  0.43
H 5.921 -0.483 -2.603  0.24
H 5.601 1.023 -3.153  0.23
H 1.004 3.970 -0.102  0.62
H 0.288 3.149 -1.429  0.08
H 2.114 4.570 -2.035  0.79
H 2.424 2.957 -2.568  0.12
H 4.034 5.584 -1.297  0.44
H 1.489 1.307 2.039  0.72
H 1.651 3.002 1.710  0.58
H -2.029 1.224 2.681  0.39
H -0.582 0.182 2.406  -0.03
H -0.681 1.329 3.767  0.51
H -0.606 4.016 1.217  0.32
H 2.103 -0.124 -4.245  0.48
H 0.551 -0.695 -4.891  0.39
H 1.231 -1.356 -3.382  0.41
H -1.286 1.917 -4.127  0.40
H -1.465 -4.125 3.677  0.22
H -0.289 -4.857 2.588  0.32
H -1.954 -4.784 2.101  0.31
H 0.971 -2.205 1.685  0.27
C -1.498 -2.005 6.561  -0.10
Cl -0.493 -0.604 6.924  -0.12
Cl -2.350 -1.780 5.030  -0.04
Cl -0.535 -3.481 6.535  -0.12
H -2.239 -2.100 7.343  0.37

Computed properties:
**Electronic energy**: -108431.457 eV
**E_LUMO**: 0.149 eV
**SMILES**: [H]/N=C(/C)C[C@](CCCN)(CCOC=O)O[C@H](P(C)O)C(O[C@](F)(COC)B(C)O)([PH2]=N)[PH2]=N.ClC(Cl)Cl
**Orbital gap**: 7.87 eV
**E_HOMO**: -7.7 eV



(2)
This record from the Open Molecules 2025 dataset describes 8 unconnected molecules or ions with the total composition C14H44N4O14 at a distorted geometry. The level of theory is ωB97M-V with the def2-TZVPD basis set.

Each line ends with the Mulliken charge.
CARTESIAN COORDINATES (ANGSTROEM)
C 0.110 1.437 -0.877  0.75
O -1.059 1.589 -0.599  -0.65
N 1.183 2.222 -0.740  -0.42
N 0.582 0.303 -1.302  -0.41
H 2.090 1.783 -0.801  0.17
H 0.867 3.179 -0.807  0.24
H 1.547 0.145 -1.555  0.12
H -0.050 -0.484 -1.274  0.21
C 0.909 9.187 0.024  0.66
O 0.320 9.539 -0.992  -0.64
N 1.954 8.363 -0.021  -0.46
N 0.833 9.709 1.229  -0.40
H 2.613 8.522 0.727  0.20
H 2.307 8.157 -0.945  0.24
H 0.237 10.493 1.453  0.21
H 1.278 9.163 1.953  0.20
C -2.571 4.292 6.203  -0.67
C -1.620 5.349 5.722  -0.08
O -2.379 6.390 5.091  -0.54
O -3.022 3.328 5.246  -0.49
H -3.464 4.752 6.626  0.36
H -1.984 3.750 6.944  0.30
H -0.940 5.038 4.929  0.25
H -1.045 5.740 6.561  0.25
H -3.183 6.005 4.735  0.30
H -2.267 2.853 4.891  0.30
C -4.003 0.716 -5.362  -0.49
C -5.145 1.452 -4.695  -0.45
O -5.285 1.441 -3.315  -0.50
O -4.134 -0.726 -5.209  -0.49
H -3.062 1.062 -4.935  0.29
H -4.087 0.978 -6.416  0.31
H -6.096 1.350 -5.219  0.35
H -5.055 2.502 -4.974  0.31
H -4.407 1.299 -2.953  0.32
H -4.104 -0.735 -4.249  0.34
C -4.891 -4.467 2.210  -0.33
C -4.487 -4.784 0.769  -0.46
O -4.127 -3.623 0.110  -0.48
O -6.169 -3.753 2.226  -0.49
H -4.075 -3.957 2.722  0.22
H -4.975 -5.401 2.765  0.35
H -5.206 -5.330 0.158  0.30
H -3.637 -5.459 0.873  0.27
H -4.939 -3.124 0.000  0.31
H -6.652 -4.331 2.821  0.32
C 7.817 0.594 -4.210  -0.38
C 6.340 0.695 -3.682  -0.43
O 6.141 0.356 -2.328  -0.53
O 8.079 -0.758 -4.104  -0.52
H 8.427 1.031 -3.418  0.27
H 7.993 1.167 -5.120  0.36
H 5.702 -0.010 -4.214  0.27
H 5.934 1.676 -3.929  0.35
H 6.663 -0.435 -2.179  0.32
H 9.025 -0.891 -4.199  0.30
C 3.170 -1.924 4.319  -0.47
C 1.801 -2.269 3.536  -0.32
O 0.934 -1.068 3.612  -0.49
O 3.199 -2.207 5.705  -0.50
H 3.396 -0.908 3.995  0.32
H 3.873 -2.534 3.752  0.30
H 1.351 -3.150 3.993  0.31
H 2.128 -2.580 2.544  0.26
H 0.031 -1.348 3.444  0.28
H 2.831 -3.080 5.860  0.31
C 0.625 -8.624 -2.477  -0.54
C 0.693 -7.153 -2.867  -0.29
O 0.803 -6.212 -1.774  -0.47
O -0.328 -8.807 -1.461  -0.48
H 1.588 -9.110 -2.322  0.29
H 0.360 -9.234 -3.341  0.31
H -0.162 -6.873 -3.483  0.28
H 1.425 -6.980 -3.656  0.29
H 1.406 -6.632 -1.156  0.28
H 0.042 -8.650 -0.589  0.32

Computed properties:
**Electronic energy**: -49851.582 eV
**E_LUMO**: 0.127 eV
**SMILES**: NC(N)=O.NC(N)=O.OCCO.OCCO.OCCO.OCCO.OCCO.OCCO
**Orbital gap**: 9.82 eV
**ΔE to the lowest compared entry with this formula, charge and spin**: 442.6 kJ/mol
**E_HOMO**: -9.7 eV



(3)
This record from the Open Molecules 2025 dataset describes a molecular structure, C31H47NO3P2SY at a distorted geometry. The level of theory is ωB97M-V with the def2-TZVPD basis set.

Each line ends with the Mulliken charge.
CARTESIAN COORDINATES (ANGSTROEM)
Y 0.578 -0.486 -1.417  -1.48
C 1.154 0.452 1.745  1.14
C 0.526 1.450 0.915  0.32
C -1.128 0.307 2.070  0.51
C 0.137 -0.261 2.424  0.70
C -0.901 1.350 1.131  0.45
C 2.599 0.269 1.969  -1.73
H 3.208 0.758 1.206  0.26
H 2.854 -0.801 2.000  0.35
H 2.876 0.698 2.951  0.30
C 0.324 -1.450 3.286  -1.57
H 1.200 -2.006 2.953  0.25
H -0.539 -2.121 3.184  0.31
H 0.434 -1.228 4.359  0.39
C -2.431 -0.176 2.569  -1.19
H -2.644 0.089 3.618  0.33
H -2.458 -1.270 2.497  0.09
H -3.249 0.187 1.947  0.29
C -1.942 2.227 0.592  -1.73
H -2.318 2.889 1.394  0.40
H -2.792 1.641 0.213  0.25
H -1.564 2.867 -0.222  0.24
C 1.196 2.714 0.456  -1.49
H 1.141 3.461 1.267  0.39
H 0.713 3.173 -0.424  0.25
H 2.268 2.581 0.233  0.41
C 3.295 -1.172 -5.068  -0.51
C 4.077 -0.375 -4.273  -0.18
C 4.649 0.926 -4.885  -1.00
C 3.558 1.809 -5.505  -0.92
C 2.177 1.687 -4.944  0.01
C 1.200 0.914 -5.484  -1.13
C 1.452 -0.141 -6.520  -0.87
C 2.834 -0.835 -6.442  -1.42
H 5.388 0.652 -5.672  0.41
H 3.525 1.618 -6.599  0.39
H 5.207 1.498 -4.124  0.30
H 3.570 -0.247 -7.020  0.31
H 2.977 -2.154 -4.708  0.73
H 4.731 -0.769 -3.466  0.71
H 2.727 -1.814 -6.974  0.50
H 0.664 -0.923 -6.469  0.24
H 0.151 1.168 -5.314  1.24
H 1.332 0.323 -7.522  0.52
H 3.867 2.873 -5.378  0.38
H 1.955 2.407 -4.160  0.35
P 2.914 -1.054 -2.466  1.15
P -1.339 0.759 -2.840  1.50
C 1.137 -1.124 -3.519  1.62
C -0.418 -0.775 -3.572  -1.95
H 1.221 -2.077 -4.018  1.04
H 1.560 -0.361 -4.170  -1.69
H -0.574 -0.571 -4.631  0.97
H -0.999 -1.680 -3.328  0.65
C -3.090 0.465 -3.171  -1.30
H -3.589 0.543 -2.186  0.29
H -3.257 -0.562 -3.562  0.43
H -3.502 1.213 -3.879  0.44
C -0.916 2.379 -3.569  -1.22
H -1.378 2.537 -4.562  0.49
H 0.179 2.510 -3.647  0.02
H -1.283 3.149 -2.856  0.44
C 3.862 -2.543 -2.141  -1.10
H 4.548 -2.323 -1.308  0.36
H 4.468 -2.871 -3.015  0.53
H 3.242 -3.382 -1.810  0.32
C 3.085 0.754 -2.080  -0.09
H 2.264 1.305 -1.604  -0.36
H 3.312 1.292 -3.009  -0.30
H 3.964 0.865 -1.442  0.55
O -3.611 -1.036 -0.330  -0.49
S -2.990 -2.348 -0.546  0.30
O -3.139 -3.068 0.964  -0.48
N -1.359 -2.077 -0.527  -0.50
C -0.481 -2.804 0.166  1.63
O 0.736 -2.358 0.172  -0.74
C -0.926 -3.999 0.919  0.05
C -0.070 -4.992 1.434  -0.48
C -0.523 -5.941 2.353  -0.71
C -1.845 -5.949 2.786  -0.41
C -2.730 -5.006 2.265  -0.55
C -2.251 -4.050 1.349  0.41
H 0.953 -5.026 1.064  0.39
H 0.164 -6.672 2.763  0.40
H -2.195 -6.691 3.500  0.41
H -3.772 -4.981 2.573  0.47

Computed properties:
**Electronic energy**: -70984.181 eV
**E_LUMO (spin up / spin down)**: -3.879 / -3.876 eV
**Orbital gap (spin up / spin down)**: 4.11 / 4.11 eV
**Net charge**: +1
**ΔE to the lowest compared entry with this formula, charge and spin**: 1093.4 kJ/mol
**E_HOMO (spin up / spin down)**: -8.0 / -8.0 eV



(4)
This record from the Open Molecules 2025 dataset describes 7 unconnected molecules or ions with the total composition C14H16Cl16N2O at a distorted geometry. The level of theory is ωB97M-V with the def2-TZVPD basis set.

Each line ends with the Mulliken charge.
CARTESIAN COORDINATES (ANGSTROEM)
N 3.157 4.613 -3.423  -0.01
C 2.923 3.473 -4.114  -0.43
C 3.812 2.540 -3.723  -0.35
C 4.658 3.160 -2.815  -0.41
C 4.152 4.352 -2.540  -0.51
H 2.680 5.494 -3.550  0.20
H 2.093 3.504 -4.805  0.37
H 3.840 1.511 -4.051  0.38
H 5.477 2.663 -2.316  0.38
H 4.552 5.139 -1.917  0.38
N -4.473 -4.896 -6.195  -0.02
C -3.506 -3.914 -5.891  -0.49
C -3.954 -3.268 -4.727  -0.33
C -5.091 -3.960 -4.249  -0.41
C -5.441 -4.841 -5.206  -0.41
H -4.412 -5.537 -6.973  0.20
H -2.646 -3.796 -6.534  0.35
H -3.483 -2.420 -4.252  0.37
H -5.621 -3.770 -3.328  0.37
H -6.331 -5.434 -5.356  0.36
C 2.991 6.988 8.823  0.36
Cl 3.612 8.644 8.527  -0.09
Cl 4.319 5.854 9.103  -0.09
Cl 2.086 6.984 10.412  -0.10
Cl 2.037 6.451 7.411  -0.08
C -4.191 -4.851 4.988  0.36
Cl -2.938 -3.811 5.784  -0.10
Cl -4.343 -6.405 5.867  -0.09
Cl -5.730 -3.981 5.092  -0.09
Cl -3.756 -5.100 3.272  -0.08
C 4.596 -6.410 0.190  0.36
Cl 4.863 -5.397 -1.263  -0.09
Cl 5.884 -6.300 1.392  -0.09
Cl 3.160 -5.709 1.018  -0.10
Cl 4.419 -8.130 -0.210  -0.09
C -5.212 4.065 -0.587  0.37
Cl -6.821 4.319 -1.289  -0.11
Cl -5.225 2.389 -0.054  -0.08
Cl -4.005 4.293 -1.899  -0.10
Cl -5.040 5.240 0.717  -0.08
C 1.101 0.883 1.701  -1.07
C 2.218 0.512 2.626  -0.22
O 3.340 0.144 1.984  -0.50
H 1.454 1.764 1.164  0.36
H 0.261 1.206 2.317  0.30
H 0.840 0.017 1.092  0.29
H 1.854 -0.260 3.304  0.28
H 2.432 1.334 3.309  0.25
H 3.409 0.656 1.175  0.31

Computed properties:
**Electronic energy**: -220160.302 eV
**E_LUMO**: -0.003 eV
**SMILES**: ClC(Cl)(Cl)Cl.ClC(Cl)(Cl)Cl.ClC(Cl)(Cl)Cl.ClC(Cl)(Cl)Cl.c1cc[nH]c1.c1cc[nH]c1.CCO
**Orbital gap**: 8.23 eV
**E_HOMO**: -8.2 eV



- Number 1 is which compound?
  C18H40BCl3FN4O7P3